No. 1
Here is a structure of composition C39H42N5O2PPtSe2 in a non-equilibrium geometry from the Open Molecules 2025 dataset. Energies are from ωB97M-V/def2-TZVPD.

Each line ends with the Löwdin charge.
Atoms and positions in Å:
Pt 0.1656 0.6732 -1.2792  0.530
Se -2.0652 -0.2072 -2.0745  0.660
C -1.5046 -1.9895 -1.9077  -0.750
N -1.1631 -3.0895 -1.8028  0.061
C -0.9507 -2.1039 4.2790  -0.109
C 0.1566 -2.9696 3.6898  -0.244
C -0.2638 -3.8228 2.4944  -0.174
C -0.4458 -3.0764 1.1804  -0.164
N -1.6100 -2.2056 1.1498  0.000
C -1.6069 -0.8634 1.1897  -0.655
Se -0.0876 0.2410 1.2384  0.746
N -2.8733 -0.4181 1.1711  -0.022
C -3.2649 0.9842 1.1024  -0.164
C -3.2566 1.7044 2.4436  -0.183
C -4.3439 1.2915 3.4359  -0.247
C -4.0471 0.0176 4.2158  -0.101
C -3.7258 -1.5020 1.0664  -0.167
C -5.1087 -1.5910 0.9790  0.001
C -5.6441 -2.8598 0.8637  -0.075
C -4.8342 -4.0000 0.8318  -0.073
C -3.4581 -3.9149 0.9222  0.008
C -2.9197 -2.6420 1.0488  -0.152
H -0.6835 -1.7570 5.2773  0.075
H -1.8849 -2.6635 4.3642  0.079
H -1.1477 -1.2189 3.6751  0.029
H 0.5267 -3.6428 4.4672  0.104
H 1.0037 -2.3416 3.3983  0.102
H -1.1761 -4.3758 2.7391  0.107
H 0.5061 -4.5762 2.3057  0.112
H -0.5581 -3.7613 0.3376  0.095
H 0.4159 -2.4410 0.9729  0.074
H -4.2590 0.9991 0.6528  0.129
H -2.5932 1.4641 0.3886  0.069
H -3.3610 2.7673 2.2105  0.117
H -2.2678 1.5940 2.8988  0.091
H -5.3006 1.1989 2.9106  0.103
H -4.4795 2.1071 4.1515  0.104
H -3.9851 -0.8621 3.5772  0.053
H -4.8225 -0.1744 4.9579  0.074
H -3.0968 0.1049 4.7454  0.071
H -5.7417 -0.7154 0.9930  0.112
H -6.7163 -2.9755 0.7872  0.104
H -5.2978 -4.9707 0.7227  0.105
H -2.8314 -4.7931 0.8731  0.118
C -2.9244 4.7481 -3.1867  -0.015
N -1.5720 4.2235 -3.0736  -0.057
C -0.5286 4.9607 -3.5385  -0.060
C 0.7320 4.5445 -3.3776  0.018
C 0.9772 3.2853 -2.7068  -0.486
O 2.1342 2.9205 -2.4869  -0.057
N -0.0913 2.5232 -2.3045  0.013
C -1.3765 3.0021 -2.4332  -0.524
O -2.3574 2.4162 -1.9917  -0.137
H -3.0601 5.1750 -4.1797  0.092
H -3.1060 5.5163 -2.4327  0.097
H -3.6261 3.9344 -3.0408  0.087
H -0.7911 5.8897 -4.0252  0.130
H 1.5797 5.1123 -3.7226  0.112
C 4.3811 -0.2388 -5.2647  -0.085
C 5.1329 -0.2345 -4.1015  -0.076
C 4.5345 0.0871 -2.8919  -0.083
C 3.1902 0.4343 -2.8461  -0.340
C 2.4383 0.4269 -4.0168  -0.086
C 3.0312 0.0823 -5.2192  -0.070
P 2.4067 0.7507 -1.2321  0.892
C 2.7524 -0.9335 -0.5688  -0.364
C 3.6087 -1.2465 0.4828  -0.082
C 3.7739 -2.5672 0.8831  -0.079
C 3.0980 -3.5875 0.2313  -0.091
C 2.2588 -3.2868 -0.8315  -0.090
C 2.0902 -1.9715 -1.2254  -0.126
C 3.4267 1.8467 -0.2208  -0.333
C 3.2093 1.8547 1.1556  -0.117
C 3.9317 2.7101 1.9732  -0.075
C 4.8792 3.5586 1.4205  -0.083
C 5.0970 3.5526 0.0509  -0.071
C 4.3696 2.7081 -0.7708  -0.081
H 4.8441 -0.4990 -6.2078  0.102
H 6.1830 -0.4943 -4.1307  0.103
H 5.1204 0.0613 -1.9800  0.113
H 1.3855 0.6804 -3.9804  0.092
H 2.4368 0.0677 -6.1236  0.105
H 4.1660 -0.4683 0.9868  0.097
H 4.4461 -2.7965 1.7001  0.102
H 3.2325 -4.6145 0.5467  0.103
H 1.7141 -4.0621 -1.3543  0.107
H 1.4484 -1.7649 -2.0772  0.090
H 2.4721 1.1923 1.5971  0.046
H 3.7493 2.7090 3.0394  0.105
H 5.4452 4.2278 2.0554  0.102
H 5.8324 4.2165 -0.3849  0.105
H 4.5268 2.7242 -1.8388  0.104

=====

No. 2
Here is a structure of composition C39H43AlAs2ClSi2 in a non-equilibrium geometry from the Open Molecules 2025 dataset. Energies are from ωB97M-V/def2-TZVPD.

Net charge: +1

Each line ends with the Löwdin charge.
Atoms and positions in Å:
C -2.2031 -1.4563 2.3614  -0.133
C -2.8282 -1.1810 1.1106  -0.132
C -2.8787 -2.4267 0.3647  -0.135
H -3.2649 -0.2253 0.8262  0.125
C -2.3079 -3.4545 1.1951  -0.107
C -1.9333 -2.8492 2.4288  -0.144
H -1.6138 -3.3698 3.3243  0.108
H -1.9974 -0.7375 3.1475  0.093
H -3.4117 -2.6123 -0.5604  0.132
H -2.3290 -4.5321 1.0054  0.131
Al -0.8287 -1.8644 0.3952  0.236
Si 2.5143 1.8674 -0.6294  0.408
C 1.4704 3.2693 -1.3624  -0.320
C 1.6832 3.6470 -2.7010  -0.102
H 2.4765 3.1616 -3.2646  0.102
C 0.8823 4.6101 -3.3125  -0.068
H 1.0391 4.8760 -4.3612  0.113
C -0.1391 5.2330 -2.5807  -0.066
H -0.7396 6.0203 -3.0334  0.111
C -0.3884 4.8505 -1.2657  -0.071
H -1.1857 5.3310 -0.6955  0.109
C 0.4080 3.8689 -0.6601  -0.113
H 0.1960 3.5870 0.3791  0.079
C 1.4419 0.2757 -0.7341  -0.302
C 0.0858 0.5147 -1.0650  -0.180
H -0.1708 1.5117 -1.4207  0.111
C -1.0254 -0.3481 -0.8892  -0.178
H -2.0321 -0.0275 -1.1741  0.088
C 0.1963 -2.7288 -1.0151  -0.144
H -0.1905 -3.7163 -1.3148  0.106
C 1.4537 -2.1433 -1.4262  -0.234
H 2.0613 -2.8079 -2.0526  0.125
C 2.0449 -0.9554 -0.8614  -0.101
H 3.1051 -0.9914 -0.6100  0.117
H 0.5772 -1.5918 1.6267  -0.021
Si -0.2101 -1.2958 -2.2435  0.691
C -0.2104 -2.4893 -3.9112  -0.226
C -1.4379 -2.9844 -4.3779  -0.101
H -2.3894 -2.6781 -3.9130  0.101
C -1.4721 -3.8754 -5.4758  -0.082
H -2.4327 -4.2570 -5.8296  0.102
C -0.2944 -4.2903 -6.1082  -0.093
H -0.3289 -5.0043 -6.9373  0.106
C 0.9233 -3.7857 -5.6511  -0.084
H 1.8430 -4.1226 -6.1260  0.102
C 0.9642 -2.8879 -4.5676  -0.108
H 1.9367 -2.5232 -4.2490  0.090
C -0.7257 0.0949 -3.6516  -0.228
C -2.0328 0.5729 -3.6620  -0.109
H -2.7974 0.1990 -2.9850  0.094
C -2.4110 1.5825 -4.5473  -0.074
H -3.4338 1.9399 -4.5280  0.103
C -1.4827 2.1266 -5.4369  -0.088
H -1.7818 2.9157 -6.1214  0.105
C -0.1833 1.6452 -5.4219  -0.088
H 0.5567 2.0756 -6.0886  0.104
C 0.2010 0.6350 -4.5288  -0.094
H 1.2334 0.3009 -4.5562  0.104
H 3.7221 1.6411 -1.2801  -0.026
Cl 2.9279 2.1152 1.4223  0.288
C 3.3127 -1.1189 3.3502  -0.252
As 1.3755 -1.2815 3.1994  1.198
C 1.1670 -3.1702 3.6464  -0.260
C 0.8089 -0.3967 4.8849  -0.389
C 1.1545 -0.9936 6.0983  -0.114
C 0.8495 -0.3564 7.3113  -0.064
C 0.2109 0.8847 7.3151  -0.057
C -0.1237 1.4977 6.0966  -0.113
C 0.1857 0.8770 4.8864  -0.428
As -0.1893 1.8434 3.1720  1.101
C -2.0482 2.3308 3.6156  -0.318
C 0.6573 3.5503 3.6847  -0.337
H 3.7110 -0.9104 2.3531  0.010
H 3.6995 -2.0603 3.7569  0.037
H 3.5336 -0.2903 4.0331  0.043
H 2.1148 -3.6636 3.3728  0.044
H 0.9449 -3.2715 4.7159  0.032
H 0.3408 -3.5745 3.0500  -0.006
H 1.6773 -1.9510 6.1154  0.097
H 1.1225 -0.8366 8.2516  0.113
H -0.0349 1.3809 8.2577  0.115
H -0.6371 2.4607 6.1108  0.104
H -2.1030 3.4187 3.7627  0.027
H -2.6570 2.0299 2.7510  0.006
H -2.3617 1.7884 4.5150  0.026
H -0.0234 4.1096 4.3398  0.024
H 1.6059 3.3328 4.1886  0.026
H 0.8541 4.1155 2.7657  0.000

=====

Number 1: total energy -195902.0321 eV. Number 2: total energy -197679.9903 eV.